The following is a DFT calculation (ωB97M-V/def2-TZVPD) of a cluster of 2 separate species, C4H3F2O2 in total in a non-equilibrium geometry.

Last column: Mulliken charge in e.
Cartesian coordinates (Å):
C  2.51648  0.43249  0.17338  0.800
C  -1.22053  -0.09186  0.67493  -0.654
C  -0.96352  0.23572  -0.78630  0.041
C  -1.20475  -1.27124  -0.31975  -0.640
O  2.00085  0.80439  1.15689  -0.404
O  3.19264  0.09685  -0.69919  -0.403
F  0.24024  0.78190  -1.15349  -0.316
F  0.02604  -1.93406  -0.24342  -0.167
H  -0.52339  0.06255  1.38276  0.217
H  -2.18846  0.16849  0.95668  0.254
H  -1.87560  0.71479  -1.14251  0.271

Summary:
Largest force on an atom (eV/Å): 3.5
E_HOMO (hartree): -0.06041
Charge: -1
Kohn-Sham gap (eV): 5.071
Energy above the lowest of the compared OMol25 structures with the same formula, charge and spin (kcal per mole): 39.88
Total energy (eV): -13724.489
2S+1: 1